{
  "formula": "C28H39Br6F3N4O8",
  "method": "the ωB97M-V functional and the def2-TZVPD basis",
  "species": ["Br", "Br", "Br", "Br", "Br", "Br", "F", "F", "F", "O", "O", "O", "O", "O", "O", "O", "O", "N", "N", "N", "N", "C", "C", "C", "C", "C", "C", "C", "C", "C", "C", "C", "C", "C", "C", "C", "C", "C", "C", "C", "C", "C", "C", "C", "C", "C", "C", "C", "C", "H", "H", "H", "H", "H", "H", "H", "H", "H", "H", "H", "H", "H", "H", "H", "H", "H", "H", "H", "H", "H", "H", "H", "H", "H", "H", "H", "H", "H", "H", "H", "H", "H", "H", "H", "H", "H", "H", "H"],
  "positions_angstrom": [[-1.331339, -1.802990, -3.178135], [-0.512295, -3.060112, -0.723366], [0.168549, -6.758647, -3.607686], [-4.191337, -5.391202, -4.413490], [-0.599253, -4.798771, 2.141742], [2.466328, -1.188454, 2.405157], [-1.469820, -0.510587, 6.657856], [-0.272538, -0.993200, 1.540068], [3.735979, 1.129433, -6.299387], [-2.042394, 4.305879, -2.572941], [-3.201499, -1.751029, 3.871901], [-0.314723, 5.735853, 0.607582], [0.885717, 4.009320, 0.179079], [-1.277044, 6.099724, -1.830299], [2.314654, 1.629134, 1.669124], [1.146929, 2.992779, 2.951161], [-1.399690, -2.661173, 3.156856], [2.114361, 2.270706, 2.755633], [-2.424649, -2.026080, 2.956833], [-1.060007, 4.951961, -2.203004], [0.012231, 4.532510, 0.782337], [1.425353, 1.162344, -3.469767], [0.146399, 1.743980, -0.780976], [-1.575629, 1.502675, 3.557529], [0.268636, 0.900377, 0.324200], [4.108683, 1.943584, -4.062830], [-0.076319, -0.597168, 4.724630], [-1.961826, 0.886013, 4.764243], [2.283266, 1.661621, -2.459659], [0.995897, -3.661595, 1.870613], [-2.830831, -4.353759, -3.327662], [-0.569202, 1.254646, -1.882669], [3.317877, 1.365161, -5.043971], [0.502889, -5.036973, -2.684551], [3.117046, 2.104241, 3.806819], [-0.895874, -0.835187, -0.816275], [-2.777466, -3.005397, -3.977911], [-0.425083, 1.040950, 2.921276], [-1.022327, -0.052239, -1.896374], [-2.679137, -1.553887, 1.569924], [-0.251776, -0.356947, 0.315560], [0.365632, 0.035806, 3.508765], [1.999036, 1.049244, -4.712999], [-0.705927, 3.742020, 1.827734], [-1.191379, -0.081783, 5.436375], [3.518881, 2.181437, -2.780439], [0.274834, 4.295757, -2.217295], [-0.490212, -4.826931, -1.553469], [0.996509, -2.449331, 2.850914], [-1.738744, 4.072185, 1.716463], [1.243420, -0.169641, 2.914060], [3.624364, 3.056674, 3.960427], [1.861827, -4.308678, 2.010396], [-0.455309, -5.666147, -0.858772], [-3.619715, -1.003345, 1.552218], [-2.964464, -4.417687, -2.247777], [0.863747, 1.187878, 1.178356], [0.945175, 4.896931, -1.603033], [-2.822429, 1.201697, 5.335298], [-2.914173, -2.367594, 0.883808], [0.353256, 1.059304, -3.389832], [-2.116745, 2.317398, 3.099484], [1.470345, -5.103684, -2.186867], [0.885920, -3.274214, 0.857723], [3.852843, 1.325365, 3.606635], [2.587442, 1.804282, 4.711052], [-0.622131, 2.681955, 1.588257], [-1.853692, -4.778624, -3.557432], [-3.760166, -2.536134, -3.930932], [-1.528386, -0.459933, -2.758970], [-0.243634, 1.332466, 1.897328], [0.071885, -1.910920, 2.642852], [-2.475364, -3.172730, -5.011755], [-1.437682, -4.875682, -2.090152], [0.784371, -4.310095, -3.446466], [-1.869688, -0.853183, 1.365204], [1.038371, -2.767905, 3.892482], [-0.691132, 1.886702, -2.749866], [5.117274, 2.288012, -4.237529], [1.455880, 0.669923, -5.565935], [0.683706, 4.213101, -3.224322], [1.912212, 1.978325, -1.496112], [0.379921, -1.524347, 5.038614], [0.197282, 3.335772, -1.706895], [-1.215764, -1.865689, -0.862490], [4.071242, 2.745907, -2.043774], [0.531777, 2.752154, -0.742490], [-0.219155, 3.786493, 2.801991]],
  "atomic_forces_ev_per_a": [[-2.6, -10.5, -7.5], [4.3, -11.4, -0.3], [0.1, 0.7, 0.4], [0.7, 0.4, 1.0], [1.2, -1.4, -0.5], [3.8, -4.3, -1.6], [-0.5, -0.2, 0.1], [0.6, 0.8, -4.2], [0.1, 0.1, 0.3], [1.2, -1.3, -0.2], [0.2, -0.1, -1.3], [0.6, -2.7, 0.8], [2.8, 0.1, 0.9], [2.0, -0.5, -0.2], [0.8, 2.7, 3.5], [4.2, -1.7, 0.5], [-2.0, 1.2, 0.3], [0.7, -0.8, -2.5], [-0.7, -0.2, 1.6], [-3.0, 1.2, -0.3], [-2.0, 3.7, 1.9], [2.2, 0.6, -0.6], [-1.9, -2.1, -0.2], [0.5, -1.4, 0.7], [0.9, -0.1, -1.3], [-0.4, 0.5, 0.6], [0.2, 1.4, -0.5], [0.1, 0.5, 1.4], [-0.6, 1.3, -0.5], [0.4, 0.8, 1.1], [0.2, -0.2, -1.6], [-0.1, 1.0, 1.8], [-0.2, 0.3, 1.7], [2.2, -0.3, 1.0], [0.4, -0.3, 1.1], [-0.1, 3.2, 2.8], [0.5, -0.8, -0.4], [-1.4, -0.6, 2.4], [1.1, 5.6, 2.2], [-2.0, 1.0, 0.3], [-0.3, 1.2, -1.1], [-3.5, 2.1, 2.5], [0.1, -0.7, -1.7], [-1.9, 0.4, -1.2], [1.4, 0.7, -3.4], [0.8, -1.1, -1.5], [0.6, 1.2, -0.3], [-0.6, -1.1, -1.2], [0.5, -2.0, -0.5], [0.1, 0.1, 0.5], [-2.1, 1.0, 1.6], [-0.2, 0.0, 0.0], [-0.2, 0.0, -0.2], [0.3, 0.2, 0.2], [0.0, 0.1, 0.6], [-1.0, 0.2, -0.4], [-0.1, -0.2, -1.8], [-0.3, 0.2, -0.7], [-0.3, 0.3, -0.2], [1.0, -0.3, 0.2], [1.4, -0.7, -0.5], [-0.6, -0.2, 0.3], [0.3, -0.7, -0.1], [0.7, -0.5, 0.8], [-0.3, 0.2, -0.6], [-0.2, 0.3, 0.0], [-0.3, 1.2, -0.6], [-0.7, -0.6, -0.4], [0.5, 0.7, 0.1], [-1.2, 6.8, 1.9], [-0.5, -0.1, 2.1], [2.1, -1.1, 1.5], [-0.2, 0.2, 0.1], [0.6, 0.0, 1.6], [-1.3, 0.3, -0.1], [-1.6, -0.9, -0.2], [0.5, 0.0, -0.3], [-0.9, 0.3, 0.5], [0.0, 0.0, -0.2], [-0.5, -0.1, 0.0], [-0.5, 0.0, -0.1], [0.4, -0.6, -0.2], [0.3, 0.4, 0.6], [-0.7, 1.5, -2.1], [-4.5, 6.0, -0.5], [0.1, -0.1, 0.1], [-0.1, -2.1, 1.0], [-1.6, 1.5, -0.7]],
  "mulliken_charge": [-0.3203, 0.4709, -0.1357, -0.1654, -0.1608, -0.2039, -0.3501, -0.0625, -0.3139, -0.6239, -0.6239, -0.5804, -0.5553, -0.5692, -0.4808, -0.4429, -0.5495, 0.9369, 1.0850, 1.1220, 1.0677, -0.1032, -0.0233, -0.4492, -0.0713, -0.5624, -0.8057, -1.0039, -0.3695, -0.4720, -0.3640, 0.1783, 0.2564, -0.8654, -1.0009, -0.5581, -0.7572, 1.0554, -0.5173, -0.6508, -0.2929, -0.4205, -1.0418, -1.0827, 0.0942, -1.1003, -0.7342, -0.3014, 1.3737, 0.4765, 1.1959, 0.3407, 0.5247, 0.5355, 0.3693, 0.4150, 0.2195, 0.5041, 0.4420, 0.3391, 0.3446, 0.4107, 0.5064, -0.0278, 0.3311, 0.3568, 0.3207, -0.0035, 0.5359, -0.0065, -1.3774, -1.3400, 0.4564, -0.2959, 0.3986, 0.0884, 0.6038, 0.9491, 0.4234, 0.4169, 0.3971, 1.1948, 0.2920, 0.2767, 0.1636, 0.4486, 0.1988, 0.6199],
  "e_homo_ev": -8.796,
  "e_tot_ha": -17653.7009,
  "homo_lumo_gap_ev": 7.4,
  "spin_multiplicity": 1,
  "largest_force_ev_per_a": 13.134,
  "lumo_energy_ev": -1.43
}